Record 1
{"formula": "C5H8ClN", "method": "wB97M-V/def2-TZVPD", "homo_ev": [-6.8, -11.0], "largest_force_ev_per_a": 10.671, "de_lowest_kcal_mol": 0.0, "energy_ha": -710.0662, "lumo_energy_ha": [0.028, -0.126], "spin_multiplicity": 3, "elements": ["C", "C", "C", "C", "C", "N", "Cl", "H", "H", "H", "H", "H", "H", "H", "H"], "xyz": [[-0.941, -1.267, -0.147], [0.867, 1.765, 0.368], [1.385, -1.351, 0.529], [0.619, 0.627, -0.686], [0.359, -0.763, -0.051], [-1.969, -1.705, -0.425], [-4.680, -0.289, -0.058], [1.197, 2.734, -0.119], [1.875, 1.391, 0.851], [0.107, 1.873, 1.243], [1.435, -2.450, 0.768], [-3.822, -1.129, 0.032], [2.322, -0.811, 0.467], [1.482, 0.498, -1.314], [-0.236, 0.877, -1.457]], "nbo_charge": [0.223, -0.623, -0.283, -0.428, -0.039, -0.331, -0.280, 0.235, 0.201, 0.236, 0.198, 0.266, 0.179, 0.219, 0.228]}

Record 2
{"formula": "C5H8ClN3", "method": "wB97M-V/def2-TZVPD", "homo_ev": -7.7, "largest_force_ev_per_a": 1.101, "smiles": "N=C=CNCC/N=C/Cl", "de_lowest_kcal_mol": 43.1, "energy_ha": -819.7017, "lumo_energy_ha": 0.032, "elements": ["C", "C", "C", "C", "C", "N", "N", "N", "Cl", "H", "H", "H", "H", "H", "H", "H", "H"], "xyz": [[0.692, -2.026, 0.082], [-0.884, 0.287, 0.628], [0.141, 1.417, 0.412], [-0.211, -1.605, -0.756], [2.210, 0.731, -0.413], [1.473, -2.495, 0.890], [-1.050, -0.477, -0.594], [1.475, 0.930, 0.575], [3.801, 0.162, -0.176], [-0.546, -0.341, 1.463], [-1.838, 0.739, 0.900], [-0.029, 1.847, -0.585], [0.001, 2.181, 1.180], [-0.383, -2.154, -1.670], [1.960, 0.897, -1.466], [-2.018, -0.725, -0.764], [2.446, -2.200, 0.889]], "nbo_charge": [0.343, -0.228, -0.247, -0.248, 0.076, -0.613, -0.622, -0.413, -0.006, 0.197, 0.207, 0.182, 0.206, 0.232, 0.181, 0.376, 0.376]}

Please write out number 2 again, unchanged.
{"formula": "C5H8ClN3", "method": "wB97M-V/def2-TZVPD", "homo_ev": -7.7, "largest_force_ev_per_a": 1.101, "smiles": "N=C=CNCC/N=C/Cl", "de_lowest_kcal_mol": 43.1, "energy_ha": -819.7017, "lumo_energy_ha": 0.032, "elements": ["C", "C", "C", "C", "C", "N", "N", "N", "Cl", "H", "H", "H", "H", "H", "H", "H", "H"], "xyz": [[0.692, -2.026, 0.082], [-0.884, 0.287, 0.628], [0.141, 1.417, 0.412], [-0.211, -1.605, -0.756], [2.210, 0.731, -0.413], [1.473, -2.495, 0.890], [-1.050, -0.477, -0.594], [1.475, 0.930, 0.575], [3.801, 0.162, -0.176], [-0.546, -0.341, 1.463], [-1.838, 0.739, 0.900], [-0.029, 1.847, -0.585], [0.001, 2.181, 1.180], [-0.383, -2.154, -1.670], [1.960, 0.897, -1.466], [-2.018, -0.725, -0.764], [2.446, -2.200, 0.889]], "nbo_charge": [0.343, -0.228, -0.247, -0.248, 0.076, -0.613, -0.622, -0.413, -0.006, 0.197, 0.207, 0.182, 0.206, 0.232, 0.181, 0.376, 0.376]}